(1)
Computed, not measured: 2 unconnected molecules or ions with the total composition C3H7FO, with ωB97M-V/def2-TZVPD.

Structure (XYZ):
```
12
Properties=species:S:1:pos:R:3:lowdin_charge:R:1
C -0.94797 0.97353 -0.18227 -0.081
C -0.48171 -0.30338 0.42449 -0.327
C 0.75443 -0.78880 -0.32796 -0.247
H -0.76935 0.90465 -1.41757 0.147
H -0.12488 1.69420 0.14372 0.092
H -2.00788 1.33341 -0.03327 0.092
H -0.41027 -0.19390 1.48220 0.121
H 0.74620 -0.62436 -1.33222 0.078
H 0.72981 -1.79934 0.01444 0.104
H 1.77998 0.54481 1.28806 0.319
O 2.17595 -0.33494 -0.03114 -0.188
F -1.44430 -1.40587 -0.02847 -0.111
```

***

(2)
52
Properties=species:S:1:pos:R:3:lowdin_charge:R:1 method="wB97M-V/def2-TZVPD" smiles="CCc1ccc(N2C[C@H](C(=O)N[C@@H]3CCCC[C@@H]3C)CC2=O)cc1"
C 2.01513 6.47029 -0.89414 -0.047
H 1.17942 6.26177 -0.06848 0.142
H 2.06503 7.41402 -1.09172 0.003
H 2.84264 6.03761 -0.61317 0.021
C 1.24575 5.99463 -2.15163 -0.168
C 1.25965 4.50734 -1.99817 -0.317
C 2.39940 3.63434 -2.13680 0.051
C 1.96946 2.18470 -2.12763 0.008
C 0.77088 1.71656 -1.71335 -0.193
C -0.24034 2.57176 -1.37981 -0.027
C 0.07421 3.86314 -1.82130 -0.088
H -0.86860 4.65752 -1.64518 0.169
H -1.33424 2.33876 -0.99410 0.159
N 0.67582 0.22562 -1.47810 0.046
C 1.48046 -0.60323 -1.28482 -0.398
O 2.91705 -0.38672 -1.10787 -0.173
C 0.93216 -1.95143 -0.97156 -0.002
H 1.20214 -2.36371 -0.08662 0.073
C -0.61667 -1.91379 -1.47794 -0.092
H -0.68595 -2.18578 -2.40952 0.089
C -0.78519 -0.19381 -1.44737 0.086
H -1.02979 0.09846 -0.55361 0.057
H -1.20935 0.04193 -2.32575 0.100
C -1.28377 -2.47294 -0.41789 -0.244
O -2.51085 -3.31157 -0.99382 -0.220
N -1.28677 -2.20379 0.88460 0.084
H -0.57179 -1.37877 1.24240 0.225
C -2.03070 -2.76009 1.85075 -0.243
C -2.66464 -1.44353 2.71596 -0.124
C -1.79158 -0.59542 3.50555 -0.248
C -1.00974 -1.42946 4.32296 -0.318
C -0.31780 -2.41027 3.67187 -0.281
H 0.38939 -3.08869 4.43649 0.191
C -1.19297 -3.32487 3.05286 -0.359
C -0.37891 -4.47096 2.31172 -0.087
H 0.21343 -5.30117 2.87759 0.076
H -1.21845 -5.16805 1.64679 0.152
H 0.60943 -4.17513 1.67204 0.102
H -1.79347 -3.88194 3.66661 0.125
H 0.66306 -2.01371 2.89744 0.202
H -0.19688 -0.74018 5.09992 0.209
H -1.35876 -1.77612 5.14601 0.057
H -2.36742 0.27999 3.95761 0.153
H -1.17775 0.05799 2.82541 0.129
H -3.50025 -1.89457 3.26513 0.120
H -3.44178 -1.04260 2.06560 0.113
H -2.76487 -3.34661 1.66152 0.084
H 1.35538 -2.71565 -1.65915 0.147
H 2.80642 1.42140 -2.31384 0.127
H 3.31914 3.93395 -2.68441 0.117
H 2.12431 6.02051 -3.08669 0.179
H 0.45579 6.34065 -2.57399 0.034

***

(3)
6
Properties=species:S:1:pos:R:3:lowdin_charge:R:1 method="wB97M-V/def2-TZVPD" charge=-1
C -0.84825 0.47641 -0.03823 -1.204
N 0.75257 -1.45689 -0.99743 -0.524
O -0.99129 0.87249 -1.11848 -0.045
S 1.23445 0.92814 0.89292 0.082
S 1.68629 -0.91052 0.02424 0.255
S -1.83376 0.09036 1.23699 0.435

***

(4)
12
Properties=species:S:1:pos:R:3:lowdin_charge:R:1 method="wB97M-V/def2-TZVPD" smiles="C=C=N.C=C"
C -1.80981 0.25738 -0.19921 -0.325
C -1.44651 -0.31661 -1.27917 -0.034
C 2.21821 -0.57069 0.14693 -0.061
C 1.62184 0.45620 0.74403 -0.059
N -1.90134 0.69254 0.91714 0.181
H -1.89308 -1.33350 -1.24773 0.079
H -1.51733 0.11935 -2.28106 0.064
H 1.60045 -0.99220 -0.55640 0.005
H 3.20769 -0.89292 0.34867 0.035
H 1.95883 1.06704 1.53070 0.028
H 0.59449 0.60781 0.32993 0.018
H -2.63344 0.90559 1.54618 0.069

***

Frontier orbital gap, record by record: 9.3, 8.7, 7.5, 10.0 eV
ΔE to the lowest compared entry with this formula, charge and spin, record by record: 112.9, 415.2, 39.3, 70.3 kcal per mole
Max |F|, record by record: 0.1335, 0.3403, 0.0506, 0.0753 Eh/bohr